Density functional theory data (ωB97M-V with the def2-TZVPD basis set) for an isolated molecule of C8H10 at a distorted geometry.

```
18
Properties=species:S:1:pos:R:3
C 1.61392 -0.83204 -1.33114
C 2.03801 0.26001 -0.33550
C 1.18181 1.00196 0.37059
C -0.20323 0.80890 0.77053
C -0.39142 -0.60681 1.16094
C -1.44683 -1.14889 0.54518
C -2.05219 -0.19057 -0.39947
C -1.26847 0.92401 -0.38781
H 0.73972 -0.54075 -2.00399
H 2.52748 -1.14371 -1.90716
H 1.30386 -1.75993 -0.75611
H 3.08395 0.58836 -0.45034
H 1.65656 1.93823 0.68594
H -0.37761 1.52393 1.54040
H 0.42715 -1.12278 1.79105
H -1.84954 -2.22185 0.54616
H -2.92606 -0.43091 -1.00690
H -1.41509 1.87006 -0.79901
```

Calculated values
energy relative to the best compared isomer or geometry (same formula, charge and spin) = 63.41 kcal/mol
LUMO = 0.97 eV
Kohn-Sham gap = 9.440 eV
E_HOMO = -8.47 eV
SMILES string = C/C=C\C1C=CC=C1